(1)
C29H47BCl2N3O6SiZn | ωB97M-V with the def2-TZVPD basis set

Computed properties:
Highest occupied orbital energy (alpha / beta)   -1.208 / -1.319 eV
Total charge   -1
HOMO-LUMO gap (alpha / beta)   3.48 / 3.59 eV

XYZ file:
```
90
Properties=species:S:1:pos:R:3:lowdin_charge:R:1
C 0.05 5.93 -4.00 -0.049
C -0.61 5.48 -5.27 -0.239
H 0.59 5.05 -3.57 0.076
H -0.69 6.26 -3.21 0.093
H 0.78 6.75 -4.20 0.077
C -0.68 6.23 -6.38 -0.128
C 0.21 7.33 -6.86 -0.119
H -1.45 6.01 -7.12 0.097
H 1.28 7.11 -6.78 0.070
H 0.06 8.32 -6.45 0.063
H 0.07 7.42 -7.95 0.066
Zn -0.38 1.49 -4.49 0.698
Cl -2.13 0.38 -0.78 0.401
C -2.06 -1.80 -3.33 -0.359
O -1.14 -1.27 -3.99 -0.099
N -2.61 -2.99 -3.64 -0.193
C -2.06 -3.64 -4.81 -0.060
C -3.90 -3.44 -3.10 -0.050
H -2.49 -1.32 -2.43 0.061
H -0.97 -3.56 -4.75 0.093
H -2.40 -3.12 -5.73 0.096
H -2.40 -4.67 -4.83 0.074
H -3.93 -3.29 -2.02 0.085
H -4.01 -4.51 -3.32 0.072
H -4.75 -2.91 -3.55 0.087
H 0.04 -5.00 -0.79 0.086
H -1.24 -3.82 1.12 0.086
C 0.81 -4.21 -0.73 -0.053
C -0.41 -3.09 1.14 -0.056
N 0.22 -3.00 -0.17 -0.198
H 1.20 -4.00 -1.73 0.085
C 0.16 -1.89 -0.92 -0.362
O 0.60 -1.78 -2.06 -0.009
H -0.80 -2.11 1.47 0.087
H -0.34 -1.05 -0.40 0.034
H 1.61 -4.57 -0.07 0.083
H 0.32 -3.44 1.89 0.082
H 4.31 1.58 -0.53 0.089
H 3.83 1.97 -4.13 0.097
C 4.33 0.73 -1.23 -0.042
C 4.01 0.98 -3.70 -0.038
N 3.40 0.89 -2.37 -0.167
H 4.13 -0.20 -0.69 0.084
C 2.06 0.97 -2.26 -0.252
O 1.26 1.01 -3.24 -0.126
H 3.62 0.20 -4.35 0.098
H 1.65 1.01 -1.23 0.147
H 5.34 0.67 -1.64 0.073
H 5.08 0.86 -3.60 0.069
O -0.31 3.02 -5.44 -0.401
C -1.31 4.12 -5.24 -0.324
C -1.69 3.44 -7.46 -0.073
C -2.33 3.92 -6.33 -0.222
H -0.62 3.55 -7.50 0.115
C -2.34 2.61 -8.34 -0.080
H -1.79 4.08 -4.23 0.117
C -3.73 3.96 -6.28 -0.040
H -1.76 2.13 -9.12 0.098
C -3.71 2.41 -8.16 -0.113
C -4.44 3.20 -7.24 -0.098
H -4.27 4.52 -5.51 0.110
H -4.23 1.68 -8.78 0.089
H -5.55 3.18 -7.25 0.098
Si -2.85 2.22 -1.77 0.248
Cl -3.39 4.77 -1.29 0.748
C -3.04 1.42 -3.67 -0.231
C -4.75 2.03 -1.65 -0.276
C -0.99 2.96 -1.73 -0.264
H -3.04 2.29 -4.34 -0.018
H -4.09 1.06 -3.64 0.004
H -2.55 0.49 -4.09 -0.017
H -0.86 4.04 -1.65 0.001
H -0.45 2.75 -2.66 -0.038
H -0.36 2.52 -0.97 0.004
H -5.15 2.45 -2.60 0.021
H -5.30 2.48 -0.81 0.018
H -5.00 0.94 -1.66 0.030
O -3.65 2.92 0.78 0.028
B -2.83 3.85 0.11 -1.177
O -1.58 3.96 0.75 0.095
C -1.62 3.04 1.78 -0.190
C -0.54 2.49 2.44 -0.013
C -0.81 1.39 3.28 -0.112
C -2.08 0.79 3.31 -0.113
C -3.12 1.25 2.50 -0.032
C -2.87 2.40 1.80 -0.214
H 0.46 2.88 2.25 0.116
H -0.01 1.01 3.91 0.089
H -2.28 -0.03 3.99 0.090
H -4.08 0.77 2.42 0.118
```

***

(2)
C29H47Br2ClF4N3O6 | ωB97M-V with the def2-TZVPD basis set

Computed properties:
Highest occupied orbital energy   -10.745 eV
Total charge   +1
HOMO-LUMO gap   8.41 eV

XYZ file:
```
92
Properties=species:S:1:pos:R:3:lowdin_charge:R:1
N -4.87 -3.72 1.16 -0.014
C -5.33 -3.77 -0.24 -0.254
C -5.28 -2.38 -0.99 -0.137
C -4.26 -1.35 -0.40 -0.270
C -4.48 0.09 -0.98 -0.131
C -3.43 1.06 -0.24 -0.536
Cl -3.96 1.30 1.47 0.735
C -1.93 0.55 -0.40 -0.321
C -1.06 1.49 0.53 -0.132
C -1.32 3.02 0.40 -0.175
C -0.40 3.74 1.48 -0.740
F 0.93 3.41 1.36 -0.049
Br -0.52 5.69 1.06 0.844
C -0.92 3.57 2.97 -0.845
F -2.27 3.45 3.06 0.034
F -0.61 4.73 3.66 -0.059
Br 0.06 2.15 3.93 0.820
C -1.61 0.69 -1.93 -0.097
O -1.77 2.03 -2.43 -0.143
O -0.52 2.42 -2.90 -0.014
N -1.82 -0.82 0.17 -0.011
C -0.45 -1.36 0.51 -0.095
C 0.72 -1.21 -0.49 -0.140
C 1.85 -2.26 -0.06 -0.214
N 2.95 -1.50 0.58 -0.070
C 4.06 -2.40 1.00 -0.165
C 4.13 -2.39 2.57 -0.146
C 4.75 -1.22 3.17 -0.038
C 4.87 -1.20 4.61 -0.078
C 4.38 -2.33 5.36 -0.076
C 3.73 -3.47 4.76 -0.001
C 3.61 -3.51 3.33 -0.253
O 3.00 -4.57 2.66 0.013
C -2.76 -1.85 -0.42 -0.190
C -2.28 -2.51 -1.75 -0.112
C -1.91 -4.05 -1.51 -0.149
C -0.82 -4.57 -2.51 -0.181
F -0.74 -5.97 -2.34 -0.068
H -5.29 -2.95 1.68 0.070
H -5.12 -4.61 1.59 0.082
H -6.41 -4.08 -0.22 0.116
H -4.81 -4.60 -0.78 0.102
H -5.15 -2.59 -2.08 0.115
H -6.30 -1.92 -0.89 0.127
H -4.52 -1.28 0.70 0.113
H -4.37 0.12 -2.09 0.128
H -5.49 0.50 -0.71 0.125
H -3.57 2.05 -0.74 0.123
H 0.04 1.34 0.38 0.123
H -1.25 1.17 1.59 0.069
H -1.00 3.47 -0.57 0.095
H -2.35 3.37 0.61 0.102
H -2.31 0.08 -2.56 0.131
H -0.59 0.39 -2.24 0.130
H -0.34 3.33 -2.62 0.115
H -2.24 -0.72 1.12 0.165
H -0.59 -2.45 0.72 0.135
H -0.13 -0.93 1.50 0.152
H 1.26 -0.23 -0.48 0.114
H 0.52 -1.43 -1.56 0.098
H 1.44 -3.05 0.63 0.118
H 2.25 -2.76 -0.97 0.122
H 2.58 -1.03 1.41 0.103
H 5.01 -1.92 0.66 0.120
H 3.99 -3.42 0.56 0.111
H 5.10 -0.40 2.51 0.115
H 5.34 -0.33 5.12 0.101
H 4.52 -2.30 6.46 0.103
H 3.35 -4.32 5.36 0.116
H 3.55 -4.81 1.90 0.099
H -2.75 -2.68 0.34 0.135
H -1.42 -2.01 -2.26 0.097
H -3.09 -2.55 -2.53 0.122
H -2.84 -4.62 -1.75 0.109
H -1.61 -4.27 -0.46 0.117
H 0.16 -4.15 -2.16 0.114
H -1.03 -4.32 -3.58 0.132
C 3.99 4.30 -0.21 -0.059
C 3.35 3.69 -1.44 -0.215
O 2.57 4.65 -2.15 0.016
C 3.26 5.51 -2.92 -0.601
O 4.46 5.52 -3.05 0.134
O 2.40 6.36 -3.48 0.000
C 3.02 7.39 -4.25 -0.036
H 3.24 4.79 0.41 0.072
H 4.51 3.54 0.38 0.082
H 4.72 5.07 -0.49 0.080
H 2.66 2.90 -1.13 0.107
H 4.09 3.23 -2.10 0.126
H 3.70 6.98 -4.99 0.098
H 3.54 8.08 -3.59 0.102
H 2.23 7.93 -4.77 0.095
```

***

Quick rundown of calculated total energy, same order as above: -4762.9579, -7756.2030 a.u.